Entry 1
Below is the molecule C3H3NO2S, with properties calculated with ωB97M-V with the def2-TZVPD basis set.

## Properties
- Spin multiplicity: 1
- Net charge: 0
- HOMO-LUMO gap: 7.06 eV
- HOMO: -9.4 eV

```
10
Properties=species:S:1:pos:R:3:lowdin_charge:R:1
C -0.460 -0.170 0.874 -0.26
C 0.916 -0.081 0.357 -0.32
C 0.092 0.188 -1.870 -0.37
N -1.087 0.403 -1.587 0.24
O -2.602 -0.067 2.324 -0.55
O 1.060 -0.262 -1.031 -0.09
S -1.211 -0.397 2.325 0.87
H 1.243 0.946 0.848 0.16
H 1.704 -0.920 0.680 0.18
H 0.344 0.361 -2.921 0.14
```

***

Entry 2
Below is a structure of composition C3H3NO2S, with properties calculated with ωB97M-V with the def2-TZVPD basis set.

## Properties
- Spin multiplicity: 1
- Net charge: 0
- HOMO-LUMO gap: 9.50 eV
- HOMO: -8.9 eV

```
10
Properties=species:S:1:pos:R:3:lowdin_charge:R:1
C 1.385 -0.704 -0.199 -0.27
C 0.139 -0.449 0.649 -0.52
C -1.054 1.233 -0.262 -0.33
H 1.720 -1.761 -0.194 0.13
H 0.280 -0.826 1.658 0.12
H -1.192 2.273 -0.452 0.13
N -1.753 0.340 -0.840 -0.24
O 1.927 0.153 -0.834 0.09
O -0.150 0.938 0.678 -0.05
S -1.303 -1.196 -0.204 0.92
```

***

Stability summary - winner: entry 2; margin: 125.0 kcal/mol.

***

Entry 1
Below is the molecule C6H10, with properties calculated with ωB97M-V with the def2-TZVPD basis set.

## Properties
- Spin multiplicity: 1
- Net charge: 0
- HOMO-LUMO gap: 10.16 eV
- SMILES: C=C(C)/C=C/C
- HOMO: -9.0 eV

```
16
Properties=species:S:1:pos:R:3:lowdin_charge:R:1
C 1.811 -0.005 1.248 -0.07
C 0.626 0.732 0.704 -0.39
C 0.148 1.801 1.324 0.04
C -1.537 -1.249 -1.829 -0.11
C -1.104 -0.507 -0.599 -0.15
C 0.022 0.191 -0.531 -0.11
H 2.147 0.312 2.219 0.07
H 1.470 -1.026 1.317 0.08
H 2.664 -0.093 0.569 0.08
H 0.647 2.301 2.142 0.06
H -0.798 2.244 1.034 0.06
H -0.773 -1.258 -2.597 0.07
H -2.408 -0.753 -2.271 0.07
H -1.881 -2.261 -1.617 0.07
H -1.700 -0.672 0.293 0.11
H 0.665 0.244 -1.407 0.12
```

***

Entry 2
Below is the molecule C6H10, with properties calculated with ωB97M-V with the def2-TZVPD basis set.

## Properties
- Spin multiplicity: 1
- Net charge: 0
- HOMO-LUMO gap: 8.49 eV
- HOMO: -8.3 eV

```
16
Properties=species:S:1:pos:R:3:lowdin_charge:R:1
C 1.756 -0.283 0.383 -0.06
C 0.276 0.004 0.178 -0.62
C 0.001 1.527 0.089 -0.04
C -0.715 -0.403 1.257 0.15
C -1.659 -0.819 0.128 -0.21
C -0.507 -0.790 -0.894 -0.14
H 2.120 0.203 1.295 0.08
H 2.343 0.086 -0.468 0.08
H 1.943 -1.358 0.478 0.08
H 0.767 2.075 0.643 0.08
H 0.011 1.850 -0.956 0.09
H -0.966 1.820 0.517 0.08
H -2.190 -1.758 0.320 0.10
H -2.429 -0.055 -0.045 0.11
H -0.670 -0.316 -1.870 0.10
H -0.079 -1.784 -1.056 0.11
```

***

Entry 3
Below is the molecule C6H10, with properties calculated with ωB97M-V with the def2-TZVPD basis set.

## Properties
- Spin multiplicity: 1
- Net charge: 0
- HOMO-LUMO gap (alpha / beta): 7.53 / 8.00 eV
- HOMO (alpha / beta): -7.3 / -7.2 eV

```
16
Properties=species:S:1:pos:R:3:lowdin_charge:R:1
C -1.357 1.203 0.322 -0.11
C 0.101 0.936 0.498 -0.17
C 0.751 -0.248 -1.754 0.00
C 0.616 -1.345 -0.935 -0.21
C 0.233 -1.308 0.404 -0.10
C 0.589 -0.169 1.318 -0.24
H -1.594 2.252 0.545 0.08
H -1.951 0.556 0.979 0.08
H -1.706 1.013 -0.706 0.07
H 0.801 1.681 0.129 0.10
H 0.053 0.575 -1.723 0.02
H 1.383 -0.296 -2.640 0.05
H 0.861 -2.334 -1.341 0.10
H -0.329 -2.143 0.827 0.10
H 0.025 -0.270 2.253 0.12
H 1.658 -0.116 1.551 0.12
```

***

Stability summary - winner: entry 1; margin: 64.6 kcal/mol.

***

Entry 1
Below is a structure of composition C2H4N2S3, with properties calculated with ωB97M-V with the def2-TZVPD basis set.

## Properties
- Spin multiplicity: 1
- Net charge: 0
- HOMO-LUMO gap (alpha / beta): 6.52 / 6.52 eV
- HOMO (alpha / beta): -8.4 / -8.4 eV

```
11
Properties=species:S:1:pos:R:3:lowdin_charge:R:1
C -1.230 0.272 -0.038 -0.53
C 0.293 0.121 0.099 -1.26
N 1.018 0.029 -1.017 -0.03
N -0.156 -0.212 -2.341 -0.31
S -1.572 -0.121 -1.759 0.94
S 1.045 1.405 1.250 0.67
S 0.354 -1.474 1.225 0.62
H -1.761 -0.356 0.707 0.04
H -1.697 1.277 0.359 0.12
H 2.336 1.122 0.957 -0.12
H 1.371 -2.062 0.558 -0.14
```

***

Entry 2
Below is the molecule C2H4N2S3, with properties calculated with ωB97M-V with the def2-TZVPD basis set.

## Properties
- Spin multiplicity: 1
- Net charge: 0
- HOMO-LUMO gap (alpha / beta): 7.24 / 7.23 eV
- HOMO (alpha / beta): -7.9 / -7.9 eV

```
11
Properties=species:S:1:pos:R:3:lowdin_charge:R:1
C -1.528 -0.185 2.162 -0.37
C 0.811 0.086 -1.139 -1.01
N -0.176 0.303 -0.360 -0.22
N -0.850 1.317 0.077 -0.42
S -1.671 1.246 1.451 0.96
S 1.877 1.321 -1.992 0.71
S 1.146 -1.576 -1.665 0.77
H -1.837 -0.436 3.141 0.00
H -0.661 -0.668 1.805 -0.02
H 2.570 0.494 -2.704 -0.21
H 0.319 -1.901 -0.776 -0.19
```

***

Stability summary - winner: entry 2; margin: 34.2 kcal/mol.

***

Entry 1
Below is the molecule C2H4N2S3, with properties calculated with ωB97M-V with the def2-TZVPD basis set.

## Properties
- Spin multiplicity: 1
- Net charge: 0
- HOMO-LUMO gap: 8.49 eV
- SMILES: S=CSN/C=N\S
- HOMO: -8.7 eV

```
11
Properties=species:S:1:pos:R:3:lowdin_charge:R:1
C -1.382 0.779 -0.133 -0.36
C 2.248 -0.256 0.226 -1.03
H -2.465 -2.568 0.456 -0.03
H -1.932 1.804 -0.386 0.15
H 0.167 2.112 0.254 0.11
H 2.062 -0.197 1.272 0.00
N -1.998 -0.287 -0.380 -0.46
N 0.083 1.013 0.260 -0.43
S -1.377 -1.812 -0.378 0.64
S 1.125 0.535 -0.889 0.80
S 3.467 -1.123 -0.302 0.62
```

***

Entry 2
Below is a cluster of 2 separate species, C2H4N2S3 in total, with properties calculated with ωB97M-V with the def2-TZVPD basis set.

## Properties
- Spin multiplicity: 1
- Net charge: 0
- HOMO-LUMO gap (alpha / beta): 6.72 / 6.63 eV
- HOMO (alpha / beta): -8.1 / -7.9 eV

```
11
Properties=species:S:1:pos:R:3:lowdin_charge:R:1
C -0.644 -0.363 -1.501 -0.19
C -1.052 -0.424 -0.208 -0.13
N 0.297 -1.171 -2.002 -0.54
N -1.275 -0.687 0.926 -0.57
S 1.088 -2.382 -1.248 0.59
S 1.697 2.030 1.843 0.47
S -1.633 -0.785 2.417 0.63
H -1.073 0.381 -2.156 0.12
H 0.544 -0.993 -2.975 0.09
H 1.671 2.193 3.158 -0.23
H 0.382 2.201 1.745 -0.24
```

***

Stability summary - winner: entry 2; margin: 3.1 kcal/mol.

***

Entry 1
Below is a cluster of 2 separate species, C4H9NO2 in total, with properties calculated with ωB97M-V with the def2-TZVPD basis set.

## Properties
- Spin multiplicity: 1
- Net charge: 0
- HOMO-LUMO gap: 10.68 eV
- SMILES: CC(=O)CC(N)=O.[H][H]
- HOMO: -9.9 eV

```
16
Properties=species:S:1:pos:R:3:lowdin_charge:R:1
C -2.153 0.014 -0.295 -0.03
C -0.796 0.322 0.296 -0.50
O -0.513 1.451 0.658 0.03
C 0.144 -0.854 0.503 -0.05
C 1.650 -0.635 0.324 -0.56
O 2.349 -1.540 -0.093 0.04
N 2.121 0.573 0.715 0.17
H -2.819 -0.256 0.532 0.10
H -2.125 -0.827 -0.994 0.08
H -2.556 0.905 -0.782 0.09
H 0.096 0.505 -2.065 0.09
H 0.170 1.128 -1.669 0.08
H -0.014 -1.171 1.544 0.15
H -0.125 -1.701 -0.131 0.12
H 3.099 0.760 0.553 0.12
H 1.474 1.327 0.904 0.08
```

***

Entry 2
Below is a cluster of 3 separate species, C4H9NO2 in total, with properties calculated with ωB97M-V with the def2-TZVPD basis set.

## Properties
- Spin multiplicity: 1
- Net charge: 0
- HOMO-LUMO gap: 8.96 eV
- SMILES: c1cc[nH]c1.O.O
- HOMO: -8.3 eV

```
16
Properties=species:S:1:pos:R:3:lowdin_charge:R:1
C 2.148 0.075 0.110 -0.12
C 1.136 0.851 -0.471 -0.14
N 0.124 -0.002 -0.795 -0.04
C 0.452 -1.312 -0.496 -0.16
C 1.748 -1.274 -0.004 -0.13
H 2.867 0.416 0.830 0.08
H 0.986 1.938 -0.454 0.12
H -0.758 0.344 -1.430 0.20
H 0.140 -2.152 -1.080 0.10
H 2.241 -2.172 0.351 0.09
H -1.696 -0.220 2.731 0.05
H -0.479 -0.289 1.731 0.06
O -1.469 -0.156 1.785 -0.08
H -3.346 1.020 -0.868 0.07
H -2.329 1.103 0.198 -0.01
O -2.456 1.405 -0.695 -0.07
```

***

Stability summary - winner: entry 1; margin: 12.6 kcal/mol.

***

Entry 1
Below is the molecule C4H9NO2, with properties calculated with ωB97M-V with the def2-TZVPD basis set.

## Properties
- Spin multiplicity: 1
- Net charge: 0
- HOMO-LUMO gap: 10.62 eV
- SMILES: C[C@@H](CO)NC=O
- HOMO: -9.8 eV

```
16
Properties=species:S:1:pos:R:3:lowdin_charge:R:1
C -1.082 1.397 -0.475 -0.05
C -0.242 0.381 0.491 -0.32
C -0.827 -1.009 0.318 -0.27
O -0.306 -1.955 1.203 -0.06
N 1.157 0.572 0.103 0.05
C 2.038 -0.407 -0.311 -0.29
O 1.891 -1.621 -0.252 0.01
H -0.701 2.417 -0.745 0.09
H -1.984 1.592 0.090 0.07
H -1.324 0.928 -1.444 0.09
H -0.345 0.734 1.524 0.14
H -1.895 -0.896 0.520 0.12
H -0.700 -1.309 -0.736 0.13
H 0.583 -2.146 0.846 0.05
H 0.737 1.334 -0.459 0.10
H 3.000 -0.011 -0.672 0.13
```

***

Entry 2
Below is a structure of composition C4H9NO2, with properties calculated with ωB97M-V with the def2-TZVPD basis set.

## Properties
- Spin multiplicity: 1
- Net charge: 0
- HOMO-LUMO gap: 9.36 eV
- HOMO: -8.7 eV

```
16
Properties=species:S:1:pos:R:3:lowdin_charge:R:1
C 1.512 -0.717 -1.201 0.01
C 0.099 -0.590 -0.686 -0.55
N -0.890 -0.757 -1.612 0.18
O -0.169 -1.000 0.530 -0.06
H -1.840 -0.808 -1.278 0.12
H -0.728 -0.569 -2.588 0.11
H 2.196 -0.253 -0.492 0.09
H 1.627 -0.271 -2.191 0.08
H 1.758 -1.780 -1.262 0.10
C -1.081 1.022 1.855 -0.02
C 0.228 0.653 1.198 -0.49
O 1.327 0.798 1.687 0.03
H 0.122 0.952 -0.056 0.15
H -1.170 0.429 2.767 0.09
H -1.929 0.812 1.204 0.07
H -1.062 2.078 2.126 0.09
```

***

Entry 3
Below is a cluster of 2 separate species, C4H9NO2 in total, with properties calculated with ωB97M-V with the def2-TZVPD basis set.

## Properties
- Spin multiplicity: 1
- Net charge: 0
- HOMO-LUMO gap: 8.98 eV
- HOMO: -8.7 eV

```
16
Properties=species:S:1:pos:R:3:lowdin_charge:R:1
O -1.501 1.943 0.291 -0.09
C -2.162 0.894 0.362 -0.58
O -1.848 -0.216 -0.120 -0.12
H -3.138 0.995 0.886 0.11
C 1.065 -1.160 1.186 -0.07
C 0.944 -0.997 -0.316 -0.20
C -0.002 0.989 -1.382 0.10
N 0.896 0.451 -0.646 0.00
H 2.034 -0.823 1.563 0.08
H 0.304 -0.568 1.696 0.08
H 0.909 -2.202 1.456 0.08
H 1.805 -1.371 -0.870 0.12
H 0.001 -1.387 -0.686 0.10
H -0.042 2.063 -1.475 0.11
H -0.648 0.341 -1.955 0.12
H 1.383 1.047 0.010 0.16
```

***

Stability summary - winner: entry 3; margin: 1.9 kcal/mol.

***

Entry 1
Below is the molecule C4H9NO2, with properties calculated with ωB97M-V with the def2-TZVPD basis set.

## Properties
- Spin multiplicity: 1
- Net charge: 0
- HOMO-LUMO gap: 10.44 eV
- SMILES: C[C@@H](O)CC(N)=O
- HOMO: -9.8 eV

```
16
Properties=species:S:1:pos:R:3:lowdin_charge:R:1
C 1.313 -0.016 1.710 -0.04
C 0.618 -0.028 0.381 -0.50
O 1.011 -1.154 -0.406 -0.08
C -0.863 0.252 0.362 -0.06
C -1.450 0.463 -1.035 -0.54
O -2.170 1.413 -1.288 0.04
N -1.122 -0.502 -1.935 0.17
H 0.907 -0.776 2.381 0.09
H 1.177 0.977 2.141 0.09
H 2.380 -0.221 1.569 0.09
H 1.099 0.858 -0.242 0.17
H 1.367 -0.302 -0.845 0.11
H -1.407 -0.559 0.858 0.14
H -1.011 1.178 0.917 0.13
H -1.421 -0.391 -2.891 0.11
H -0.427 -1.193 -1.677 0.08
```

***

Entry 2
Below is the molecule C4H9NO2, with properties calculated with ωB97M-V with the def2-TZVPD basis set.

## Properties
- Spin multiplicity: 1
- Net charge: 0
- HOMO-LUMO gap: 10.44 eV
- SMILES: [H]/N=C/[C@@](C)(O)CO
- HOMO: -9.5 eV

```
16
Properties=species:S:1:pos:R:3:lowdin_charge:R:1
C -0.490 -0.132 0.253 -0.56
C -0.761 0.986 -0.695 -0.02
C -0.997 -1.497 -0.182 -0.02
C 1.132 -0.156 0.217 -0.16
O -0.896 0.160 1.573 -0.01
O 0.625 0.915 -1.534 -0.13
N 1.849 0.815 0.715 0.05
H -0.271 0.841 1.906 0.10
H 1.288 1.544 -1.186 0.06
H 2.677 0.444 1.188 0.05
H -1.549 0.828 -1.430 0.12
H -0.790 1.985 -0.262 0.12
H 1.540 -1.174 0.307 0.12
H -0.673 -2.260 0.532 0.09
H -0.594 -1.789 -1.157 0.10
H -2.089 -1.511 -0.244 0.09
```

***

Entry 3
Below is the molecule C4H9NO2, with properties calculated with ωB97M-V with the def2-TZVPD basis set.

## Properties
- Spin multiplicity: 1
- Net charge: 0
- HOMO-LUMO gap (alpha / beta): 8.04 / 8.04 eV
- SMILES: C/C=C(/C)NOO
- HOMO (alpha / beta): -7.7 / -7.7 eV

```
16
Properties=species:S:1:pos:R:3:lowdin_charge:R:1
C -0.858 0.594 1.080 -0.10
C 0.267 0.063 0.241 -0.28
C -2.302 0.458 0.758 -0.14
C 1.700 0.360 0.464 -0.06
N -0.007 -1.000 -0.586 -0.05
O 1.278 -0.687 -2.664 -0.04
O 0.791 -1.582 -1.424 -0.07
H -0.653 1.326 1.976 0.12
H -2.701 0.958 1.600 0.06
H -2.552 -0.575 0.590 0.06
H -2.404 0.924 -0.220 0.08
H 2.219 0.364 -0.503 0.07
H 2.199 -0.471 1.090 0.12
H 1.883 1.283 0.938 0.06
H -1.017 -1.027 -0.740 0.14
H 2.156 -0.988 -2.599 0.02
```

***

Entry 4
Below is the molecule C4H9NO2, with properties calculated with ωB97M-V with the def2-TZVPD basis set.

## Properties
- Spin multiplicity: 1
- Net charge: 0
- HOMO-LUMO gap: 10.64 eV
- SMILES: C[C@@H](CO)NC=O
- HOMO: -9.9 eV

```
16
Properties=species:S:1:pos:R:3:lowdin_charge:R:1
C 0.983 -0.427 -1.526 -0.06
C 0.429 0.099 -0.207 -0.35
C -0.616 1.205 -0.432 -0.24
O -0.751 2.084 0.650 -0.06
N -0.107 -1.041 0.547 0.06
C -0.490 -0.987 1.838 -0.33
O -0.548 0.029 2.516 0.01
H 1.702 -1.237 -1.360 0.08
H 1.495 0.373 -2.067 0.08
H 0.175 -0.804 -2.165 0.09
H 1.237 0.542 0.388 0.16
H -0.295 1.813 -1.287 0.12
H -1.571 0.724 -0.710 0.13
H -0.767 1.545 1.463 0.05
H -0.117 -1.945 0.097 0.13
H -0.759 -1.974 2.253 0.14
```

***

Stability summary - winner: entry 4; margin: 28.5 kcal/mol.